Entry 1:
ORCA calculation (ωB97M-V/def2-TZVPD) on C7H12O3 in the gas phase in a non-equilibrium geometry.

The geometry in XYZ format:
```
22
Properties=species:S:1:pos:R:3:lowdin_charge:R:1
C -2.58088 0.71418 -0.09643 -0.035
C -1.50339 -0.29080 0.21990 -0.338
O -1.80253 -1.25816 0.96514 0.052
C -0.38876 -0.35050 -0.85247 -0.174
C 0.50078 -1.55150 -0.78036 -0.208
O 1.65207 -1.17667 -0.23576 -0.025
C 1.72976 0.19757 0.08120 -0.340
O 1.45172 0.40710 1.49822 -0.006
C 0.62371 0.70782 -0.65338 -0.336
C 0.35559 2.16304 -0.22048 -0.036
H -2.65417 1.82855 -0.60738 0.146
H -3.35053 0.00765 -0.55168 0.117
H -3.09582 0.80619 0.79871 0.039
H -0.77599 -0.16412 -1.85350 0.163
H 0.06276 -2.37041 -0.07936 0.160
H 0.76658 -2.07449 -1.66456 0.119
H 2.63224 0.70669 -0.06148 0.149
H 1.61160 -0.40666 2.00127 0.110
H 1.03951 0.93565 -1.70799 0.183
H -0.49043 2.59060 -0.84458 0.092
H 0.11926 2.16375 0.86705 0.092
H 1.30405 2.65947 -0.30521 0.076
```

Summary:
- Gap between HOMO and LUMO: 10.402 eV
- E_HOMO: -9.843 eV
- ΔE to the lowest compared entry with this formula, charge and spin: 60.7 kcal/mol
- Structure (SMILES): CC(=O)[C@@H]1CO[C@H](O)[C@@H]1C

Entry 2:
ORCA calculation (ωB97M-V/def2-TZVPD) on C7H12O4S2 in the gas phase in a non-equilibrium geometry.

The geometry in XYZ format:
```
25
Properties=species:S:1:pos:R:3:lowdin_charge:R:1
C -0.78186 1.78898 0.44263 -0.599
C -0.86106 -2.73564 -2.25148 -0.328
C -0.04606 -2.94463 -1.03172 -0.352
C -1.21014 -1.26425 -2.37592 -0.458
C 0.53344 -0.32368 -0.61404 -0.694
C 0.83106 2.70316 3.05564 -0.064
C 0.81396 3.00716 1.57620 -0.217
O 0.33330 0.96937 0.04019 -0.173
O 0.90119 -2.00094 1.28418 -0.545
O -1.86938 1.34055 0.38889 0.160
O -0.46109 2.88085 0.97999 0.074
S -0.27476 -1.70794 0.41002 0.966
S 0.30884 -0.18912 -2.38600 0.930
H -0.23001 -3.12374 -3.15677 0.146
H -1.77914 -3.42722 -2.13896 0.134
H -0.48596 -3.93926 -0.64847 0.114
H 1.05741 -2.92301 -1.19655 0.102
H -1.80394 -0.91964 -3.17339 0.056
H -1.75825 -0.91022 -1.51092 0.057
H 1.64253 -0.36712 -0.31611 0.126
H -0.10198 2.14265 3.35525 0.109
H 1.74087 2.08249 3.29438 0.095
H 0.93038 3.63195 3.59979 0.062
H 1.45468 2.15799 1.07405 0.150
H 1.11595 4.07126 1.29912 0.149
```

Summary:
- Gap between HOMO and LUMO: 9.924 eV
- E_HOMO: -9.425 eV
- ΔE to the lowest compared entry with this formula, charge and spin: 30.1 kcal/mol

Entry 3:
ORCA calculation (ωB97M-V/def2-TZVPD) on a 2-piece molecular cluster, C7H12O4Si overall in a non-equilibrium geometry.

The geometry in XYZ format:
```
24
Properties=species:S:1:pos:R:3:lowdin_charge:R:1
C 0.42241 -0.62669 2.14582 -0.654
C 1.68426 -1.43294 0.13095 -0.617
C 2.52213 -2.91017 2.89014 0.022
C -0.33604 0.82083 -2.35249 -0.228
C -2.09744 -0.29795 -0.35307 -0.157
C -0.28310 2.39826 -0.05271 -0.176
C 1.16542 -1.55640 1.40386 0.092
O 0.28606 -0.59709 3.37856 -0.060
O 0.97934 -0.57311 -0.68575 -0.102
O -0.20014 0.29285 1.40238 -0.140
O 2.63640 -2.03750 -0.38239 -0.055
Si -0.30367 0.46809 -0.37526 0.267
H 1.88807 -3.76751 3.00657 -0.050
H 3.38197 -3.01539 2.26067 -0.050
H 2.57547 -2.22806 3.71306 -0.048
H 0.38990 1.58667 -2.64186 -0.013
H -0.10865 -0.06683 -2.94250 -0.009
H -1.31937 1.18248 -2.67691 -0.017
H -2.61095 -0.23799 -1.31021 -0.012
H -2.04412 -1.34518 -0.06879 0.009
H -2.71462 0.20257 0.38829 0.003
H -0.98242 2.90437 -0.71464 -0.005
H -0.54258 2.64911 0.97070 -0.003
H 0.70366 2.81110 -0.25027 0.002
```

Summary:
- Gap between HOMO and LUMO (alpha / beta): 6.485 / 6.486 eV
- E_HOMO (alpha / beta): -0.135 / -0.136 eV
- Charge: -2
- ΔE to the lowest compared entry with this formula, charge and spin: 0.0 kcal/mol

Entry 4:
ORCA calculation (ωB97M-V/def2-TZVPD) on C7H12S in the gas phase.

The geometry in XYZ format:
```
20
Properties=species:S:1:pos:R:3:lowdin_charge:R:1
S 1.57275 -1.97092 1.83689 0.736
C 0.22306 -1.64747 0.68190 -0.643
C 0.50463 -1.39124 -0.82043 -0.141
C -0.68439 -0.39854 -0.82815 -0.260
C -0.44026 1.02826 -1.35198 -0.157
C -0.43652 1.91195 -0.08469 -0.186
C 0.09422 0.98317 1.00695 -0.173
C -0.60811 -0.35122 0.71913 -0.285
H 2.33368 -0.91182 1.50540 -0.151
H -0.43268 -2.50470 0.81944 0.091
H 0.45180 -2.27758 -1.49639 0.117
H 1.46455 -0.88634 -0.96303 0.104
H -1.60438 -0.84811 -1.24589 0.145
H -1.19786 1.34407 -2.07707 0.102
H 0.53466 1.10543 -1.88658 0.116
H 0.17333 2.82685 -0.19826 0.109
H -1.48567 2.21752 0.16974 0.122
H -0.09719 1.34312 2.01913 0.112
H 1.18950 0.84262 0.92724 0.101
H -1.55512 -0.41507 1.26666 0.141
```

Summary:
- Gap between HOMO and LUMO: 9.901 eV
- E_HOMO: -8.911 eV
- ΔE to the lowest compared entry with this formula, charge and spin: 20.4 kcal/mol
- Structure (SMILES): S[C@@H]1C[C@@H]2CCC[C@@H]21

Entry 5:
ORCA calculation (ωB97M-V/def2-TZVPD) on C7H12S in the gas phase in a non-equilibrium geometry.

The geometry in XYZ format:
```
20
Properties=species:S:1:pos:R:3:lowdin_charge:R:1
S 2.10760 0.71419 -2.21105 0.724
C 1.39457 -0.42281 -1.04400 -0.624
C -0.02830 -1.13767 -1.12843 -0.103
C -0.06850 -1.02226 0.38953 -0.299
C -1.39510 -0.55237 1.10070 -0.140
C -1.11171 0.91227 1.37402 -0.212
C -0.05231 1.35424 0.37376 -0.152
C 0.89079 0.10169 0.32307 -0.327
H 1.22466 1.12635 -3.16012 -0.144
H 2.21608 -1.15205 -0.86375 0.100
H -0.01631 -2.13755 -1.51721 0.102
H -0.67323 -0.45915 -1.62653 0.092
H 0.36433 -1.89395 0.89952 0.147
H -1.57130 -1.11454 2.02203 0.105
H -2.11989 -0.77487 0.30325 0.112
H -2.06168 1.53280 1.31444 0.124
H -0.73329 0.93346 2.43259 0.122
H 0.54052 2.26099 0.58932 0.117
H -0.58653 1.40689 -0.60814 0.117
H 1.67960 0.32436 1.03700 0.138
```

Summary:
- Gap between HOMO and LUMO: 9.710 eV
- E_HOMO: -8.767 eV
- ΔE to the lowest compared entry with this formula, charge and spin: 39.1 kcal/mol
- Structure (SMILES): S[C@@H]1C[C@@H]2CCC[C@@H]21